# 1
Entry from the Open Molecules 2025 dataset: C20H40Cl38FInNO2S2 as an isolated structure at a distorted geometry (ωB97M-V/def2-TZVPD).

The largest force on an atom comes out at 2.6 eV Å⁻¹. The value obtained for the LUMO energy is 1.618 eV. The calculation puts the HOMO energy at -5.84 eV. Its molar mass is 1871.71 g/mol. Its total charge is -1.

Each line ends with the Mulliken charge.
Atoms and positions in Å:
O  1.96414  -0.58665  -0.71180  -0.63
S  0.71206  -0.96115  -1.37466  0.68
O  0.13472  -2.15385  -0.74342  -0.50
F  1.12115  -1.39109  -2.94081  -0.34
In  -0.99151  0.90657  -1.24004  1.05
N  -2.69986  0.21546  -2.40724  -0.42
C  -3.14336  -0.67200  -1.73039  0.28
S  -3.80197  -2.15654  -1.35324  -0.35
H  -1.46431  1.03516  0.47746  -0.24
H  -0.45443  2.42191  -1.95412  -0.47
C  2.19540  4.37344  -1.39090  -0.09
Cl  0.50920  4.77485  -1.03618  -0.14
Cl  2.51684  2.65044  -1.13858  -0.12
H  2.40832  4.62418  -2.42880  -0.10
H  2.83902  4.95005  -0.73229  0.42
C  -0.25608  -5.16571  -1.17121  0.49
Cl  -1.58053  -5.79789  -2.15653  -0.17
Cl  -0.10782  -6.05992  0.35291  -0.22
H  0.67207  -5.26092  -1.72596  0.17
H  -0.44768  -4.11913  -0.94961  -0.17
C  2.06511  -3.87481  2.95427  0.06
Cl  1.65955  -3.00106  4.44501  -0.25
Cl  2.12318  -2.78532  1.57165  -0.07
H  3.03689  -4.34458  3.07493  0.01
H  1.30771  -4.63260  2.77549  0.19
C  2.16280  1.47143  2.55024  -0.11
Cl  3.83908  2.05156  2.56106  -0.08
Cl  1.03227  2.83120  2.56119  -0.02
H  1.99986  0.87826  1.65280  -0.04
H  1.99172  0.86123  3.43233  0.29
C  -3.15383  3.84954  -4.70561  0.04
Cl  -1.86648  3.45702  -3.54929  -0.09
Cl  -2.60110  3.65518  -6.37916  -0.21
H  -4.00536  3.19555  -4.53862  0.16
H  -3.43648  4.89072  -4.54409  -0.04
C  -5.95568  -0.51131  -4.75287  -0.15
Cl  -6.46826  -0.99848  -3.14944  -0.14
Cl  -4.52043  0.48366  -4.63287  -0.07
H  -5.72655  -1.39259  -5.34545  0.28
H  -6.75214  0.05202  -5.22279  0.06
C  4.77905  -4.66318  5.46024  0.52
Cl  6.38862  -3.95123  5.60718  -0.18
Cl  4.79796  -6.08171  4.40308  -0.19
H  4.43633  -4.96369  6.44588  0.30
H  4.10331  -3.92158  5.04465  -0.46
C  6.65642  -8.20848  7.07480  0.24
Cl  6.00944  -7.43577  8.53013  -0.19
Cl  6.52314  -9.96913  7.16632  -0.15
H  6.09752  -7.85795  6.21422  -0.20
H  7.70281  -7.93990  6.97027  0.29
C  3.78998  7.29364  -3.78452  -0.24
Cl  2.10756  7.69187  -3.41903  -0.13
Cl  4.11162  5.57457  -3.53153  -0.13
H  3.99333  7.54042  -4.82205  0.28
H  4.43816  7.87175  -3.13295  0.26
C  -2.64606  -4.48300  2.40630  0.12
Cl  -1.25073  -3.70136  3.15294  0.01
Cl  -3.68216  -5.23898  3.62860  -0.21
H  -3.22408  -3.73778  1.86688  -0.06
H  -2.29662  -5.24664  1.71841  0.13
C  6.44460  -0.28890  5.20576  -0.34
Cl  4.76564  -0.81308  5.09431  -0.08
Cl  6.68161  1.20022  4.29280  -0.11
H  6.69453  -0.11319  6.24782  0.31
H  7.08696  -1.06406  4.79859  0.23
C  0.44992  -7.93818  -5.17747  -0.30
Cl  1.25326  -6.71309  -4.19127  -0.10
Cl  -0.56569  -8.99750  -4.19203  -0.15
H  -0.17245  -7.44154  -5.91565  0.25
H  1.20513  -8.53911  -5.67479  0.30
C  -1.31133  5.45818  4.32372  -0.33
Cl  -0.73606  5.22386  2.67274  -0.06
Cl  -2.08616  7.03775  4.52181  -0.18
H  -2.03281  4.68126  4.55789  0.30
H  -0.46610  5.39415  5.00244  0.28
C  -5.22797  7.15713  -5.54249  -0.20
Cl  -6.57298  6.80238  -6.63794  -0.16
Cl  -5.24773  6.16355  -4.07800  -0.15
H  -4.29240  6.97770  -6.06540  0.28
H  -5.29630  8.20061  -5.25167  0.24
C  -9.02298  9.28799  -5.05799  -0.10
Cl  -9.72478  8.71494  -3.54170  -0.15
Cl  -7.45396  10.05775  -4.79095  -0.15
H  -8.88891  8.44229  -5.72591  0.12
H  -9.69692  10.01143  -5.50664  0.29
C  -7.86674  2.76173  -7.87537  -0.37
Cl  -6.93934  3.71415  -6.71064  -0.04
Cl  -9.13220  1.81169  -7.08453  -0.16
H  -8.33425  3.43766  -8.58495  0.31
H  -7.19256  2.08828  -8.39640  0.27
C  -4.62952  -1.29036  3.90831  -0.36
Cl  -4.02635  -1.56076  2.27145  -0.03
Cl  -5.41094  0.29088  4.05632  -0.18
H  -5.35281  -2.06371  4.14875  0.29
H  -3.79531  -1.33669  4.60233  0.27
C  6.87783  -9.69505  3.04978  -0.30
Cl  7.68933  -8.46398  4.02117  -0.12
Cl  5.85468  -10.74716  4.03963  -0.13
H  6.25721  -9.20341  2.30670  0.27
H  7.63211  -10.30152  2.55809  0.31
C  6.67267  4.99818  4.67771  -0.19
Cl  6.46664  4.52899  2.98817  -0.13
Cl  5.61407  6.34834  5.10649  -0.17
H  6.43207  4.14788  5.30933  0.17
H  7.70446  5.29664  4.83649  0.32

Forces on the atoms, in the same order (eV/Å):
-0.6 0.2 -1.1
0.9 -1.4 1.5
0.1 0.8 -1.3
-0.2 0.2 1.1
-0.3 1.8 0.6
0.0 -0.6 2.0
-0.5 -1.6 -2.0
0.8 1.6 0.4
0.3 -0.4 -0.6
0.1 -1.0 0.2
-0.1 -0.1 0.0
0.1 0.3 0.1
0.2 0.0 0.0
-0.5 -0.3 0.5
-0.1 -0.1 0.0
-0.1 0.3 -0.2
0.0 0.0 0.0
0.2 -0.1 0.1
-0.1 -0.1 0.1
0.0 -0.1 0.0
0.2 -0.1 -0.4
0.1 0.0 0.2
0.0 -0.1 0.1
0.0 0.1 0.1
-0.1 0.1 0.1
-0.1 -0.2 -0.2
-0.1 -0.1 0.0
0.2 -0.4 0.0
0.1 0.1 0.0
0.1 0.1 0.0
0.3 0.4 0.3
-0.5 0.1 -0.4
-0.1 0.0 -0.1
0.1 0.0 0.0
0.3 -0.6 -0.2
-0.2 -0.1 -0.3
-0.5 -0.2 0.1
0.1 0.2 -0.5
0.1 0.0 0.1
0.0 0.1 0.0
-0.2 0.1 0.1
0.1 -0.1 0.1
-0.1 -0.1 0.0
0.1 -0.1 -0.1
0.1 0.0 0.0
0.0 0.0 0.0
0.0 0.1 0.0
0.1 0.1 0.2
-0.1 -0.1 0.1
-0.1 -0.1 0.1
0.1 0.1 -0.1
0.0 0.1 0.0
0.7 0.3 -0.5
-0.1 -0.1 0.0
-0.1 -0.1 0.1
0.1 -0.1 -0.4
-0.2 0.0 -0.1
-0.1 0.0 0.0
0.1 -0.2 0.2
0.1 0.0 0.2
0.1 -0.1 0.1
-0.2 -0.2 0.1
0.3 0.1 0.0
-0.1 0.1 -0.1
-0.1 0.0 -0.1
0.0 0.0 -0.1
0.1 0.0 -0.1
0.0 -0.1 -0.1
0.0 0.0 0.2
0.0 0.0 0.1
0.1 -0.2 0.0
-0.3 0.3 0.0
0.0 0.0 0.1
0.0 0.1 -0.1
0.0 0.1 -0.1
0.2 0.3 0.0
0.1 0.4 0.1
-0.6 0.4 0.0
-0.1 -0.1 0.0
-0.1 -0.1 0.0
-0.1 -0.1 -0.1
-0.1 0.0 -0.1
0.0 0.1 -0.1
0.1 0.0 0.1
0.1 0.0 0.1
0.1 0.0 -0.1
-0.1 -0.4 -0.1
0.0 -0.1 -0.1
0.0 0.0 0.1
0.0 0.0 0.1
0.2 -0.2 0.0
-0.2 0.4 0.0
0.0 0.0 0.1
0.0 0.1 -0.1
0.0 0.1 -0.1
-0.1 -0.2 -0.2
0.2 0.1 -0.2
0.0 0.0 -0.4
0.0 0.0 0.1
0.0 0.0 0.1
0.1 -0.1 0.1
0.1 0.0 0.0
0.0 0.0 0.1
-0.1 0.0 -0.1
-0.1 0.1 -0.1


# 2
Entry from the Open Molecules 2025 dataset: a 3-piece molecular cluster, C20H40Cl4N2O3 overall (ωB97M-V/def2-TZVPD).

The largest force on an atom comes out at 0.8 eV Å⁻¹. The calculation puts the energy above the lowest of the compared OMol25 structures with the same formula, charge and spin at 0.0 kJ/mol. The value obtained for the LUMO energy is 0.427 eV. The calculation puts the HOMO energy at -9.11 eV. Its molar mass is 498.36 g/mol.

Each line ends with the natural charge from an NBO analysis.
Atoms and positions in Å:
C  -3.02665  2.14315  0.48117  -0.62
C  -2.67204  1.85223  -0.98518  -0.40
C  -2.28956  0.39186  -1.24467  -0.40
C  -0.81483  0.07396  -0.96032  -0.41
C  -0.54656  -1.39559  -0.59957  -0.40
C  -0.47124  -1.72882  0.89711  -0.42
C  -1.52121  -1.05762  1.77581  -0.09
N  -2.80230  -1.78294  1.80606  -0.64
C  -2.86104  -2.62047  2.91529  0.69
O  -3.70098  -3.45430  3.09756  -0.58
C  -1.69006  -2.30637  3.82152  -0.53
C  -1.15714  -0.98984  3.29649  0.28
C  -1.89239  0.17320  3.95485  -0.65
O  0.24700  -0.96046  3.53427  -0.55
C  0.96377  0.26313  3.47920  -0.07
C  0.96133  0.95745  2.11828  -0.27
N  2.03768  1.94135  2.05895  -0.63
C  3.35126  1.42576  1.69686  -0.24
C  3.48454  0.67922  0.35972  0.07
C  4.90452  0.71163  -0.17833  -0.62
O  3.04056  -0.68620  0.44207  -0.74
H  -3.47498  1.26979  0.96243  0.21
H  -2.15226  2.43917  1.06792  0.19
H  -3.75183  2.95511  0.56188  0.21
H  -1.85248  2.51018  -1.29109  0.20
H  -3.51907  2.12361  -1.61907  0.21
H  -2.50918  0.12401  -2.28095  0.21
H  -2.92648  -0.24643  -0.61973  0.19
H  -0.43875  0.74543  -0.17971  0.19
H  -0.24051  0.30441  -1.86151  0.21
H  0.41197  -1.68936  -1.02881  0.22
H  -1.31068  -2.00893  -1.09181  0.20
H  -0.55063  -2.81696  1.01219  0.21
H  0.51802  -1.47239  1.27686  0.23
H  -1.70537  -0.04582  1.41313  0.21
H  -3.02976  -2.30852  0.96786  0.40
H  -0.94195  -3.09005  3.67624  0.25
H  -1.98652  -2.28369  4.86900  0.24
H  -1.62554  1.14255  3.53584  0.21
H  -2.96732  0.03921  3.81311  0.23
H  -1.68388  0.18778  5.02656  0.22
H  0.63334  0.96180  4.25527  0.18
H  1.98343  -0.03022  3.73595  0.18
H  1.05163  0.20711  1.32961  0.20
H  0.01030  1.46659  1.96098  0.20
H  1.79106  2.70638  1.44432  0.36
H  4.04049  2.27261  1.69152  0.21
H  3.70531  0.75889  2.49653  0.18
H  2.79881  1.14422  -0.35914  0.18
H  4.93032  0.34574  -1.20555  0.21
H  5.32562  1.71845  -0.15171  0.21
H  5.54535  0.05978  0.42167  0.21
H  3.25596  -1.02770  1.32223  0.47
Cl  4.13947  -2.08924  -4.68711  -0.06
C  3.56014  -1.55750  -3.08501  -0.38
C  2.97393  -2.68811  -2.28080  -0.40
Cl  1.44494  -3.29096  -2.97845  -0.07
H  2.82589  -0.77197  -3.24675  0.22
H  4.41648  -1.14649  -2.55332  0.22
H  2.74753  -2.32056  -1.27964  0.25
H  3.65740  -3.53043  -2.21396  0.22
Cl  -4.20894  1.59038  -4.69402  -0.06
C  -2.98105  2.23708  -5.81429  -0.39
C  -1.62987  1.60705  -5.59305  -0.38
Cl  -0.92714  2.07784  -4.02206  -0.06
H  -2.94250  3.31392  -5.67198  0.22
H  -3.32157  2.01739  -6.82459  0.22
H  -0.93947  1.93656  -6.36732  0.22
H  -1.69433  0.52197  -5.60680  0.23

Forces on the atoms, in the same order (eV/Å):
0.0 0.0 0.0
-0.1 0.0 0.0
0.1 0.0 0.2
0.0 0.0 0.0
0.0 0.1 0.0
0.0 -0.3 0.1
-0.1 0.1 0.0
0.5 -0.5 -0.1
0.4 0.5 0.1
-0.5 -0.6 0.0
-0.1 0.0 0.1
0.2 0.4 -0.2
0.0 -0.1 0.1
0.0 -0.1 0.0
-0.1 0.0 0.1
0.1 -0.1 -0.1
0.1 0.1 0.0
0.0 -0.1 0.1
-0.2 0.0 0.0
0.1 0.0 0.0
0.0 0.0 0.2
0.0 0.0 0.0
0.0 -0.1 0.0
0.1 0.0 0.0
0.0 0.0 -0.1
0.0 -0.1 0.0
0.0 0.0 0.0
0.0 0.0 -0.1
0.0 -0.1 -0.1
0.0 0.1 0.1
-0.1 -0.1 0.0
0.1 0.0 0.0
0.0 0.0 0.1
-0.2 -0.1 -0.1
0.0 0.0 0.0
-0.3 0.4 -0.1
0.0 0.0 0.0
0.0 0.0 0.0
0.1 0.0 -0.1
0.0 0.0 0.0
0.0 0.0 0.0
0.0 0.0 0.0
0.0 0.1 0.0
0.0 0.2 0.1
0.0 0.1 0.0
0.0 -0.1 0.0
0.0 0.0 0.0
0.0 0.0 0.0
0.1 0.0 0.0
0.0 0.1 0.1
-0.1 0.0 -0.1
0.0 0.1 0.0
0.0 0.1 -0.2
0.0 0.0 0.0
0.0 0.0 0.0
-0.1 0.0 0.2
0.1 -0.1 -0.1
0.0 0.0 0.0
0.0 -0.1 0.0
0.0 0.0 0.0
0.0 0.0 0.0
0.0 0.0 0.0
0.0 0.0 0.0
0.0 0.0 0.0
0.0 0.0 -0.1
0.0 0.0 0.0
0.0 0.0 0.0
0.0 0.0 0.0
0.0 0.0 0.0


| no. | gap between HOMO and LUMO (eV) |
| --- | --- |
| 1 | 7.46 |
| 2 | 9.53 |